Run w
{
  "formula": "CH4N2O",
  "method": "the ωB97M-V functional and the def2-TZVPD basis",
  "lumo_energy_ev": 1.049,
  "smiles": "NNC=O",
  "homo_lumo_gap_ev": 10.69,
  "species": ["N", "N", "C", "O", "H", "H", "H", "H"],
  "coordinates": [[1.06, -0.17, 0.14], [-0.07, 0.60, -0.22], [-1.22, -0.29, -0.07], [-2.27, 0.11, 0.17], [1.70, -0.30, -0.62], [1.76, -0.08, 1.03], [-0.10, 1.57, 0.05], [-0.87, -1.44, -0.47]],
  "nbo_charge": [-0.722, -0.514, 0.568, -0.544, 0.350, 0.371, 0.381, 0.111]
}

***

Run x
{
  "formula": "CH4N2O",
  "method": "the ωB97M-V functional and the def2-TZVPD basis",
  "lumo_energy_ev": [0.723, 0.723],
  "homo_lumo_gap_ev": [8.04, 8.04],
  "species": ["C", "N", "N", "O", "H", "H", "H", "H"],
  "coordinates": [[-0.70, -0.20, 0.02], [0.62, 0.09, -0.16], [1.39, -0.13, -1.15], [-1.26, 0.36, 1.20], [-1.21, -0.47, -0.84], [1.07, 0.32, 0.65], [2.29, -0.23, -0.86], [-2.20, 0.27, 1.14]],
  "nbo_charge": [0.173, -0.202, -0.614, -0.695, 0.173, 0.366, 0.310, 0.488]
}

***

Run y
{
  "formula": "CH4N2O",
  "method": "the ωB97M-V functional and the def2-TZVPD basis",
  "lumo_energy_ev": 1.082,
  "smiles": "[H]/N=N/CO",
  "homo_lumo_gap_ev": 10.05,
  "species": ["H", "N", "N", "C", "O", "H", "H", "H"],
  "coordinates": [[-1.05, -1.90, -1.06], [-0.59, -1.18, -0.55], [-0.46, -0.04, -0.93], [0.36, 0.73, 0.04], [0.63, 0.04, 1.25], [1.18, 0.57, -0.65], [0.06, 1.82, 0.23], [-0.12, -0.04, 1.66]],
  "nbo_charge": [0.334, -0.379, -0.133, 0.015, -0.678, 0.202, 0.186, 0.453]
}

***

Energy ordering: run w at the bottom, the next structure 0.865 eV above.

***

Run w
{
  "formula": "C46H43AsBCl2N7O3P2Se2Sr",
  "method": "the ωB97M-V functional and the def2-TZVPD basis",
  "charge": -2,
  "lumo_energy_ev": 3.649,
  "homo_lumo_gap_ev": 6.73,
  "species": ["Sr", "Cl", "C", "C", "C", "Cl", "C", "C", "C", "C", "N", "C", "C", "O", "H", "H", "H", "H", "Se", "P", "C", "C", "C", "C", "C", "C", "C", "C", "C", "C", "C", "C", "C", "C", "N", "N", "N", "P", "Se", "C", "C", "C", "C", "C", "C", "C", "C", "C", "C", "C", "C", "H", "H", "H", "H", "H", "H", "H", "H", "H", "H", "H", "H", "H", "H", "H", "H", "H", "H", "H", "H", "N", "N", "C", "O", "O", "H", "H", "H", "B", "C", "N", "H", "H", "H", "C", "As", "C", "C", "C", "C", "C", "C", "C", "C", "H", "H", "H", "H", "H", "H", "H", "H", "H", "H", "H", "H", "H"],
  "coordinates": [[-0.84, 1.85, -0.29], [-5.29, 4.57, 0.97], [-4.46, 4.84, -0.54], [-4.83, 5.93, -1.33], [-4.21, 6.17, -2.51], [-4.72, 7.54, -3.48], [-3.16, 5.34, -2.96], [-2.45, 5.52, -4.17], [-1.45, 4.66, -4.50], [-1.13, 3.61, -3.62], [-1.77, 3.41, -2.50], [-2.78, 4.24, -2.15], [-3.44, 3.94, -0.89], [-3.10, 2.94, -0.19], [-5.63, 6.58, -0.99], [-2.72, 6.34, -4.82], [-0.89, 4.77, -5.42], [-0.33, 2.92, -3.86], [4.99, -0.91, 1.47], [3.44, -2.15, 0.75], [3.40, -3.80, 1.53], [2.27, -4.60, 1.36], [2.24, -5.87, 1.91], [3.33, -6.35, 2.63], [4.45, -5.55, 2.80], [4.49, -4.27, 2.25], [3.67, -2.48, -1.02], [4.23, -3.67, -1.46], [4.47, -3.87, -2.81], [4.14, -2.88, -3.73], [3.57, -1.69, -3.29], [3.35, -1.48, -1.94], [1.78, -1.53, 0.88], [1.10, -0.75, 1.82], [-0.08, -0.44, 1.27], [-0.14, -0.99, 0.07], [0.96, -1.67, -0.19], [1.38, -0.18, 3.51], [-0.38, -0.01, 4.66], [2.45, -1.42, 4.28], [1.92, -2.70, 4.45], [2.65, -3.69, 5.08], [3.92, -3.40, 5.58], [4.45, -2.13, 5.41], [3.73, -1.15, 4.75], [2.28, 1.38, 3.40], [2.53, 2.07, 4.59], [3.12, 3.32, 4.55], [3.44, 3.90, 3.32], [3.19, 3.21, 2.14], [2.62, 1.95, 2.18], [1.43, -4.21, 0.80], [1.36, -6.49, 1.78], [3.30, -7.34, 3.06], [5.29, -5.92, 3.37], [5.34, -3.62, 2.40], [4.48, -4.45, -0.75], [4.91, -4.80, -3.15], [4.31, -3.04, -4.78], [3.28, -0.93, -4.00], [2.89, -0.56, -1.61], [0.92, -2.91, 4.09], [2.24, -4.68, 5.19], [4.49, -4.17, 6.07], [5.45, -1.91, 5.77], [4.16, -0.17, 4.58], [2.22, 1.64, 5.53], [3.31, 3.86, 5.47], [3.86, 4.89, 3.28], [3.37, 3.68, 1.18], [2.43, 1.42, 1.26], [-1.45, 2.72, 2.20], [-1.05, 4.08, 2.18], [-0.20, 4.52, 1.12], [-0.19, 5.74, 0.94], [0.48, 3.63, 0.53], [-2.44, 2.64, 2.01], [-1.23, 2.28, 3.09], [-1.78, 4.74, 2.38], [1.04, 0.69, -4.96], [0.90, 0.88, -3.40], [0.79, 1.07, -2.26], [0.03, 1.11, -5.48], [2.01, 1.33, -5.33], [1.18, -0.49, -5.21], [-5.32, 0.25, 0.18], [-3.43, -0.18, -0.07], [-3.55, -2.12, 0.03], [-3.33, 0.07, -2.04], [-4.24, -0.79, -2.85], [-3.83, -2.05, -3.28], [-4.69, -2.87, -4.01], [-5.97, -2.44, -4.31], [-6.39, -1.19, -3.90], [-5.53, -0.37, -3.17], [-5.96, -0.32, -0.50], [-5.46, 1.32, 0.01], [-5.60, 0.03, 1.21], [-4.34, -2.53, -0.60], [-3.73, -2.41, 1.07], [-2.59, -2.54, -0.27], [-2.29, -0.10, -2.32], [-3.56, 1.13, -2.19], [-2.83, -2.39, -3.05], [-4.35, -3.84, -4.34], [-6.64, -3.08, -4.88], [-7.38, -0.84, -4.14], [-5.86, 0.62, -2.86]],
  "lowdin_charge": [1.282, 0.638, -0.585, -0.153, -0.619, 0.618, -0.180, -0.037, -0.042, -0.107, 0.087, -0.139, -0.432, -0.278, 0.095, 0.081, 0.103, 0.068, 0.300, 0.544, -0.357, -0.075, -0.084, -0.103, -0.098, -0.114, -0.349, -0.090, -0.101, -0.089, -0.056, -0.080, -0.442, -0.443, -0.076, -0.126, 0.007, 0.536, 0.253, -0.362, -0.112, -0.097, -0.104, -0.089, -0.118, -0.357, -0.122, -0.090, -0.077, -0.063, -0.090, 0.108, 0.099, 0.095, 0.100, 0.065, 0.097, 0.092, 0.097, 0.087, 0.088, 0.100, 0.101, 0.096, 0.099, 0.089, 0.091, 0.094, 0.099, 0.113, 0.097, -0.052, -0.022, -0.780, -0.027, -0.258, 0.057, 0.008, 0.113, -0.467, -0.282, 0.024, -0.009, -0.003, -0.011, -0.313, 1.126, -0.325, -0.332, -0.303, -0.058, -0.097, -0.118, -0.101, -0.063, 0.011, 0.008, 0.018, 0.015, 0.016, 0.008, 0.065, 0.059, 0.119, 0.096, 0.088, 0.094, 0.113]
}

***

Run x
{
  "formula": "C46H43AsBCl2N7O3P2Se2Sr",
  "method": "the ωB97M-V functional and the def2-TZVPD basis",
  "charge": -2,
  "lumo_energy_ev": 3.601,
  "homo_lumo_gap_ev": 6.54,
  "species": ["Sr", "Cl", "C", "C", "C", "Cl", "C", "C", "C", "C", "N", "C", "C", "O", "H", "H", "H", "H", "Se", "P", "C", "C", "C", "C", "C", "C", "C", "C", "C", "C", "C", "C", "C", "C", "N", "N", "N", "P", "Se", "C", "C", "C", "C", "C", "C", "C", "C", "C", "C", "C", "C", "H", "H", "H", "H", "H", "H", "H", "H", "H", "H", "H", "H", "H", "H", "H", "H", "H", "H", "H", "H", "N", "N", "C", "O", "O", "H", "H", "H", "B", "C", "N", "H", "H", "H", "C", "As", "C", "C", "C", "C", "C", "C", "C", "C", "H", "H", "H", "H", "H", "H", "H", "H", "H", "H", "H", "H", "H"],
  "coordinates": [[1.39, 2.29, -0.35], [-0.90, 6.42, -2.58], [0.36, 6.44, -1.36], [0.71, 7.66, -0.76], [1.68, 7.75, 0.19], [2.07, 9.32, 0.91], [2.37, 6.58, 0.61], [3.39, 6.55, 1.60], [4.02, 5.38, 1.92], [3.66, 4.20, 1.25], [2.70, 4.18, 0.34], [2.04, 5.35, 0.00], [0.99, 5.22, -1.03], [0.71, 4.09, -1.56], [0.18, 8.56, -1.07], [3.65, 7.47, 2.10], [4.80, 5.35, 2.67], [4.16, 3.25, 1.45], [-2.69, -4.03, -2.95], [-2.01, -3.12, -1.16], [-0.97, -4.27, -0.18], [-0.62, -5.49, -0.74], [0.17, -6.39, -0.01], [0.60, -6.07, 1.27], [0.25, -4.84, 1.83], [-0.53, -3.94, 1.11], [-3.44, -2.74, -0.09], [-4.04, -1.48, -0.15], [-5.20, -1.22, 0.58], [-5.75, -2.21, 1.39], [-5.15, -3.47, 1.44], [-4.00, -3.73, 0.70], [-1.07, -1.57, -1.14], [-0.44, -0.62, -1.97], [0.04, 0.34, -1.15], [-0.29, 0.03, 0.10], [-0.95, -1.11, 0.14], [-0.36, -0.38, -3.76], [0.98, 1.07, -4.51], [0.05, -2.00, -4.47], [0.60, -3.01, -3.70], [0.99, -4.21, -4.28], [0.82, -4.41, -5.65], [0.29, -3.39, -6.43], [-0.08, -2.18, -5.85], [-2.08, 0.09, -4.15], [-2.57, 1.21, -3.47], [-3.88, 1.64, -3.67], [-4.70, 0.96, -4.57], [-4.21, -0.13, -5.27], [-2.90, -0.57, -5.06], [-0.97, -5.73, -1.74], [0.44, -7.35, -0.45], [1.21, -6.77, 1.83], [0.60, -4.57, 2.83], [-0.79, -2.98, 1.54], [-3.61, -0.70, -0.76], [-5.65, -0.23, 0.54], [-6.64, -2.01, 1.97], [-5.58, -4.25, 2.07], [-3.54, -4.71, 0.75], [0.75, -2.86, -2.63], [1.42, -4.99, -3.66], [1.11, -5.35, -6.10], [0.16, -3.54, -7.50], [-0.46, -1.38, -6.48], [-1.94, 1.74, -2.77], [-4.25, 2.50, -3.12], [-5.73, 1.29, -4.71], [-4.85, -0.66, -5.96], [-2.55, -1.45, -5.57], [3.13, 2.44, -2.28], [4.36, 2.10, -1.66], [4.32, 1.08, -0.65], [5.42, 0.62, -0.29], [3.14, 0.79, -0.22], [2.91, 1.85, -3.06], [3.15, 3.40, -2.58], [5.15, 1.99, -2.25], [-2.18, 3.82, 3.07], [-1.16, 3.36, 1.92], [-0.42, 3.00, 1.10], [-3.27, 4.06, 2.55], [-2.27, 2.90, 3.88], [-1.72, 4.82, 3.61], [3.54, 0.90, 3.29], [1.87, 0.73, 2.27], [2.03, -1.20, 2.01], [0.58, 0.75, 3.79], [0.70, -0.41, 4.74], [-0.03, -1.59, 4.52], [0.09, -2.69, 5.36], [0.96, -2.65, 6.45], [1.69, -1.49, 6.68], [1.56, -0.38, 5.84], [3.63, 0.12, 4.05], [3.59, 1.88, 3.77], [4.36, 0.81, 2.57], [2.29, -1.70, 2.94], [2.82, -1.34, 1.27], [1.09, -1.61, 1.62], [-0.40, 0.79, 3.31], [0.73, 1.71, 4.28], [-0.71, -1.62, 3.67], [-0.50, -3.58, 5.17], [1.06, -3.51, 7.10], [2.37, -1.44, 7.53], [2.13, 0.52, 6.04]],
  "lowdin_charge": [1.282, 0.632, -0.576, -0.150, -0.612, 0.601, -0.179, -0.033, -0.053, -0.119, -0.012, -0.125, -0.429, -0.281, 0.096, 0.080, 0.099, 0.110, 0.276, 0.555, -0.339, -0.129, -0.092, -0.094, -0.072, -0.079, -0.356, -0.073, -0.073, -0.097, -0.092, -0.090, -0.401, -0.408, -0.111, -0.078, -0.006, 0.549, 0.351, -0.373, -0.112, -0.089, -0.094, -0.087, -0.117, -0.336, -0.082, -0.073, -0.098, -0.089, -0.091, 0.033, 0.095, 0.096, 0.096, 0.075, 0.106, 0.106, 0.096, 0.095, 0.106, 0.099, 0.104, 0.095, 0.097, 0.102, 0.108, 0.107, 0.096, 0.097, 0.083, -0.070, -0.026, -0.730, -0.047, -0.332, -0.049, 0.077, 0.099, -0.462, -0.248, -0.021, -0.019, -0.020, -0.018, -0.311, 1.133, -0.287, -0.320, -0.297, -0.063, -0.106, -0.123, -0.104, -0.068, 0.007, 0.013, 0.018, 0.021, 0.027, -0.013, 0.058, 0.074, 0.110, 0.093, 0.085, 0.090, 0.107]
}

***

Energy ordering: run w at the bottom, the next structure 1.329 eV above.

***

Run w
{
  "formula": "C21H26BN6PdSi",
  "method": "the ωB97M-V functional and the def2-TZVPD basis",
  "charge": -1,
  "spin_multiplicity": 3,
  "lumo_energy_ev": [2.949, 2.861],
  "homo_lumo_gap_ev": [6.16, 7.69],
  "species": ["Pd", "C", "C", "N", "N", "C", "B", "N", "C", "C", "C", "N", "N", "C", "C", "C", "N", "H", "H", "H", "H", "H", "H", "H", "H", "H", "H", "C", "C", "C", "C", "C", "C", "C", "C", "H", "H", "H", "H", "H", "C", "Si", "C", "C", "C", "H", "H", "H", "H", "H", "H", "H", "H", "H", "H", "H"],
  "coordinates": [[-0.36, -0.30, -0.30], [3.22, -2.15, 1.87], [2.48, -2.12, 0.68], [1.20, -1.87, 0.92], [1.09, -1.72, 2.26], [2.28, -1.89, 2.85], [-0.23, -1.29, 2.92], [-1.41, -2.06, 2.30], [-2.16, -2.99, 2.91], [-3.06, -3.49, 2.00], [-2.78, -2.78, 0.82], [-1.79, -1.92, 1.01], [-0.44, 0.24, 2.76], [-0.45, 1.17, 3.73], [-0.60, 2.41, 3.14], [-0.65, 2.13, 1.76], [-0.56, 0.83, 1.56], [4.27, -2.34, 1.99], [2.81, -2.24, -0.34], [2.38, -1.81, 3.92], [-0.18, -1.53, 4.10], [-1.99, -3.23, 3.95], [-3.81, -4.24, 2.16], [-3.26, -2.85, -0.14], [-0.37, 0.88, 4.76], [-0.65, 3.37, 3.62], [-0.74, 2.80, 0.92], [1.40, 0.66, -0.94], [2.44, 1.23, -1.21], [3.66, 1.90, -1.53], [4.69, 2.01, -0.59], [5.87, 2.65, -0.90], [6.07, 3.21, -2.15], [5.06, 3.11, -3.10], [3.87, 2.47, -2.80], [4.53, 1.57, 0.39], [6.65, 2.72, -0.15], [6.99, 3.72, -2.39], [5.19, 3.55, -4.09], [3.08, 2.39, -3.54], [-4.44, -0.13, -0.69], [-3.17, -0.08, -2.09], [-4.09, 0.62, -3.59], [-2.68, -1.83, -2.62], [-1.70, 0.88, -1.57], [-5.23, -0.86, -0.87], [-4.91, 0.85, -0.60], [-3.97, -0.36, 0.27], [-4.96, 0.00, -3.86], [-3.44, 0.67, -4.46], [-4.46, 1.63, -3.39], [-3.55, -2.45, -2.83], [-2.07, -2.34, -1.87], [-2.08, -1.77, -3.53], [-1.98, 1.78, -1.01], [-1.04, 1.18, -2.38]],
  "nbo_charge": [0.972, -0.373, -0.033, -0.299, -0.338, -0.029, 0.562, -0.322, -0.023, -0.375, -0.048, -0.307, -0.312, -0.023, -0.369, -0.026, -0.290, 0.215, 0.210, 0.207, -0.057, 0.210, 0.216, 0.211, 0.211, 0.218, 0.221, -0.356, -0.187, -0.114, -0.154, -0.235, -0.250, -0.218, -0.206, 0.211, 0.200, 0.198, 0.200, 0.215, -1.116, 1.623, -1.107, -1.120, -1.260, 0.216, 0.223, 0.246, 0.214, 0.222, 0.221, 0.217, 0.232, 0.229, 0.208, 0.223]
}

***

Run x
{
  "formula": "C21H26BN6PdSi",
  "method": "the ωB97M-V functional and the def2-TZVPD basis",
  "charge": -1,
  "spin_multiplicity": 3,
  "lumo_energy_ev": [3.009, 2.796],
  "homo_lumo_gap_ev": [6.04, 7.44],
  "species": ["Pd", "C", "C", "N", "N", "C", "B", "N", "C", "C", "C", "N", "N", "C", "C", "C", "N", "H", "H", "H", "H", "H", "H", "H", "H", "H", "H", "C", "C", "C", "C", "C", "C", "C", "C", "H", "H", "H", "H", "H", "C", "Si", "C", "C", "C", "H", "H", "H", "H", "H", "H", "H", "H", "H", "H", "H"],
  "coordinates": [[0.85, 0.07, 0.13], [3.20, -0.55, 2.87], [3.56, -0.27, 1.55], [2.83, 0.72, 1.06], [1.99, 1.10, 2.04], [2.20, 0.36, 3.15], [1.25, 2.46, 1.99], [-0.26, 2.24, 2.11], [-1.13, 2.72, 3.02], [-2.39, 2.32, 2.65], [-2.19, 1.58, 1.48], [-0.91, 1.55, 1.17], [1.46, 3.04, 0.59], [1.72, 4.31, 0.24], [1.65, 4.39, -1.14], [1.32, 3.10, -1.54], [1.21, 2.31, -0.49], [3.61, -1.31, 3.52], [4.34, -0.73, 0.96], [1.63, 0.51, 4.04], [1.65, 3.20, 2.84], [-0.79, 3.30, 3.86], [-3.32, 2.53, 3.15], [-2.92, 1.08, 0.87], [1.95, 5.06, 0.97], [1.81, 5.26, -1.75], [1.17, 2.72, -2.54], [-0.63, -1.25, 0.96], [-1.69, -1.80, 0.73], [-2.96, -2.38, 0.49], [-3.89, -1.73, -0.33], [-5.11, -2.29, -0.61], [-5.46, -3.52, -0.07], [-4.56, -4.18, 0.75], [-3.32, -3.62, 1.04], [-3.61, -0.77, -0.76], [-5.81, -1.77, -1.25], [-6.42, -3.96, -0.29], [-4.82, -5.14, 1.17], [-2.63, -4.15, 1.67], [3.03, 0.17, -2.47], [1.56, -1.06, -2.28], [1.77, -2.28, -3.77], [-0.12, -0.18, -2.65], [1.62, -1.92, -0.64], [2.92, 0.79, -3.35], [3.97, -0.37, -2.56], [3.10, 0.81, -1.60], [1.72, -1.76, -4.72], [0.99, -3.04, -3.77], [2.73, -2.79, -3.73], [-0.16, 0.24, -3.66], [-0.29, 0.64, -1.94], [-0.94, -0.88, -2.54], [2.59, -2.13, -0.21], [0.91, -2.72, -0.46]],
  "nbo_charge": [0.874, -0.351, -0.045, -0.324, -0.347, -0.014, 0.560, -0.331, -0.042, -0.371, -0.036, -0.283, -0.307, -0.026, -0.361, -0.046, -0.299, 0.217, 0.205, 0.214, -0.052, 0.204, 0.212, 0.205, 0.210, 0.213, 0.209, -0.321, -0.213, -0.111, -0.161, -0.232, -0.255, -0.214, -0.209, 0.206, 0.200, 0.198, 0.199, 0.213, -1.100, 1.535, -1.089, -1.101, -1.084, 0.215, 0.219, 0.253, 0.210, 0.220, 0.216, 0.221, 0.231, 0.238, 0.205, 0.224]
}

***

Energy ordering: run w at the bottom, the next structure 1.655 eV above.